Below is a 2-piece molecular cluster, C2H10N4 overall, with properties calculated with ωB97M-V/def2-TZVPD.

## Properties
energy: -301.1564 a.u.
Kohn-Sham gap (alpha / beta): 2.791 / 9.668 eV
⟨S²⟩: 0.75
HOMO level (alpha / beta): 1.312 / -5.412 eV
net charge: -1
2S+1: 2

XYZ file:
```
16
C2H10N4 (ωB97M-V/def2-TZVPD)
N -1.518 -1.697 0.398
C -1.323 -1.010 1.681
N -0.928 0.351 1.456
H -0.631 -1.559 -0.095
H -1.492 -2.694 0.624
H -2.247 -1.164 2.263
H -0.562 -1.547 2.256
H -0.864 0.855 2.350
H -1.609 0.838 0.878
N 1.023 0.377 -2.218
C 1.608 1.365 -1.499
N 2.863 1.472 -1.352
H 0.024 0.287 -2.218
H 1.650 -0.267 -2.665
H 0.930 2.074 -1.017
H 3.076 2.322 -0.843
```

Below is a 2-piece molecular cluster, C2H10N4 overall in a non-equilibrium geometry, with properties calculated with ωB97M-V/def2-TZVPD.

## Properties
energy: -301.1190 a.u.
Kohn-Sham gap (alpha / beta): 2.994 / 8.998 eV
⟨S²⟩: 0.75
HOMO level (alpha / beta): 1.159 / -4.957 eV
net charge: -1
2S+1: 2

XYZ file:
```
16
C2H10N4 (ωB97M-V/def2-TZVPD)
N -0.648 -0.848 0.407
C -2.031 -0.485 0.219
N -2.287 0.925 -0.263
H -0.488 -1.892 0.294
H -0.036 -0.177 1.009
H -2.520 -1.160 -0.396
H -2.556 -0.522 1.168
H -2.091 1.628 0.499
H -1.812 1.102 -1.129
N 1.475 1.129 -0.420
C 2.332 0.051 -0.335
N 2.130 -1.209 -0.551
H 1.786 2.095 -0.114
H 0.473 0.838 -0.178
H 3.303 0.211 0.066
H 2.970 -1.686 -0.275
```

Below is a 2-piece molecular cluster, C2H10N4 overall, with properties calculated with ωB97M-V/def2-TZVPD.

## Properties
energy: -301.0441 a.u.
Kohn-Sham gap (alpha / beta): 6.443 / 8.749 eV
HOMO level (alpha / beta): -6.679 / -8.040 eV
net charge: 0

XYZ file:
```
16
C2H10N4 (ωB97M-V/def2-TZVPD)
C -1.460 0.174 1.050
C -0.719 1.143 -0.999
N 1.190 -1.507 0.106
N -0.334 0.425 0.185
N 1.704 -0.725 1.050
N 1.690 -1.189 -1.077
H 1.139 -1.541 -1.847
H 1.424 -1.110 1.949
H 1.053 0.220 0.889
H 2.096 -0.261 -1.185
H -2.286 -0.336 0.528
H -1.886 1.101 1.471
H -1.154 -0.454 1.894
H 0.092 1.108 -1.739
H -1.631 0.740 -1.471
H -0.917 2.211 -0.805
```

Below is a 2-piece molecular cluster, C2H10N4 overall in a non-equilibrium geometry, with properties calculated with ωB97M-V/def2-TZVPD.

## Properties
energy: -300.4752 a.u.
Kohn-Sham gap: 11.115 eV
HOMO level: -18.951 eV
net charge: +2

XYZ file:
```
16
C2H10N4 (ωB97M-V/def2-TZVPD)
C 2.373 0.414 0.005
C -1.216 -1.299 0.296
N 3.008 -0.504 -0.588
N 1.779 1.281 0.543
N -0.925 0.066 -0.063
N -2.037 0.832 -0.309
H -0.384 -1.833 0.769
H -1.519 -1.846 -0.509
H -1.912 -1.206 1.138
H 2.630 -0.930 -1.383
H 3.874 -0.799 0.019
H 1.887 2.285 0.701
H -0.624 0.505 0.844
H -1.975 1.797 -0.008
H -2.882 0.448 -0.081
H -2.077 0.788 -1.374
```